A cluster of 16 separate species, C80H192O16 in total in a non-equilibrium geometry, computed with ωB97M-V with the def2-TZVPD basis set.

Computed properties:
Electronic energy in a.u.: -4366.67755
HOMO level in eV: -9.2
Orbital gap in eV: 9.74
Energy relative to the best compared isomer or geometry (same formula, charge and spin) in kJ/mol: 0.00
E_LUMO in eV: 0.52

CARTESIAN COORDINATES (ANGSTROEM)
1 C -4.03585 3.61561 -3.46001
2 C -3.51131 4.79108 -2.65941
3 C -2.00276 5.00650 -3.02325
4 C -1.38839 6.38568 -2.62482
5 C 0.04824 6.45356 -3.19163
6 C 0.85378 7.64874 -2.78774
7 H -4.47163 3.93628 -4.38200
8 H -4.84445 3.12694 -2.93609
9 H -3.29288 2.78675 -3.62402
10 H -4.20852 5.63384 -2.73526
11 H -3.41735 4.59419 -1.60031
12 H -1.89001 4.84831 -4.11143
13 H -1.37942 4.22282 -2.57927
14 H -2.01842 7.19755 -3.10336
15 H -1.39206 6.55511 -1.55498
16 H 0.64379 5.53542 -2.91187
17 H -0.02122 6.40631 -4.28507
18 H 1.92303 7.61553 -3.07073
19 H 0.41151 8.52359 -3.25720
20 H 0.76201 7.88969 -1.71010
21 C -4.80133 -0.76307 -3.66775
22 C -4.00209 -1.10316 -4.92839
23 C -2.78565 -0.15728 -5.13209
24 C -1.84245 -0.61627 -6.32462
25 C -0.87286 -1.74963 -5.87605
26 C 0.16582 -2.15867 -6.90715
27 H -5.54510 -1.50387 -3.41283
28 H -5.30746 0.20536 -3.72008
29 H -4.10893 -0.83455 -2.78781
30 H -3.71306 -2.13892 -4.86763
31 H -4.62875 -1.02086 -5.86822
32 H -2.12131 -0.27925 -4.28931
33 H -3.13460 0.85363 -5.20133
34 H -2.43971 -1.01858 -7.13836
35 H -1.17752 0.19910 -6.61598
36 H -0.38695 -1.40034 -4.97289
37 H -1.48735 -2.62451 -5.59825
38 H -0.32559 -2.66716 -7.73308
39 H 0.64757 -1.30635 -7.37577
40 H 0.98607 -2.84923 -6.57021
41 C 2.15310 11.06219 1.67540
42 C 1.23104 10.48069 2.78622
43 C 1.34427 8.97452 2.90459
44 C 0.58617 8.13454 1.87600
45 C 1.05953 6.71766 1.95317
46 C 0.20240 5.78862 1.01657
47 H 2.03147 12.15170 1.59239
48 H 1.88287 10.66685 0.66166
49 H 3.21751 10.84611 1.85603
50 H 1.44812 10.91779 3.75789
51 H 0.18662 10.72325 2.50381
52 H 1.07349 8.58198 3.88683
53 H 2.40073 8.67938 2.77525
54 H -0.47952 8.28378 2.01681
55 H 0.85701 8.43872 0.86851
56 H 2.08841 6.73542 1.62964
57 H 0.96415 6.32916 2.97276
58 H 0.71790 4.84385 0.92564
59 H -0.74353 5.69559 1.54876
60 H 0.04339 6.16419 -0.00805
61 C -1.51098 -6.45358 1.19820
62 C -2.80377 -6.71047 0.35136
63 C -2.86801 -6.09388 -1.03437
64 C -4.12787 -6.50939 -1.86521
65 C -3.99946 -6.09025 -3.31389
66 C -3.80163 -4.58321 -3.54200
67 H -1.53548 -6.86163 2.18855
68 H -1.47344 -5.35985 1.35915
69 H -0.60462 -6.70802 0.67114
70 H -2.89695 -7.83254 0.29901
71 H -3.69051 -6.24982 0.84270
72 H -1.97921 -6.31404 -1.63434
73 H -2.89698 -4.99465 -0.83081
74 H -4.46146 -7.57274 -1.76262
75 H -5.03644 -5.94683 -1.48614
76 H -3.16653 -6.62609 -3.79413
77 H -4.97899 -6.41158 -3.75111
78 H -3.50296 -4.50583 -4.59571
79 H -4.72919 -4.04111 -3.36542
80 H -3.00936 -4.25135 -2.92170
81 C 4.75627 -7.20886 -0.41655
82 C 4.81818 -7.92521 -1.69296
83 C 3.40443 -8.25290 -2.27148
84 C 2.63330 -7.10616 -2.94619
85 C 1.34850 -7.69392 -3.60312
86 C 0.54927 -6.61759 -4.37993
87 H 5.71161 -6.89601 0.02152
88 H 4.30000 -7.83072 0.37810
89 H 4.06429 -6.31129 -0.42750
90 H 5.40311 -7.32257 -2.38704
91 H 5.39762 -8.85596 -1.63774
92 H 2.83774 -8.67087 -1.45340
93 H 3.50600 -9.03684 -3.02061
94 H 2.42175 -6.31073 -2.28966
95 H 3.31267 -6.72435 -3.69559
96 H 1.66779 -8.51623 -4.24039
97 H 0.74753 -8.10011 -2.77932
98 H -0.29295 -6.94404 -4.99880
99 H 0.26084 -5.82498 -3.70018
100 H 1.27697 -6.11895 -4.99203
101 C 1.99418 -5.00212 1.03691
102 C 2.27274 -6.00320 2.11886
103 C 3.04753 -5.33697 3.25557
104 C 3.53934 -6.39446 4.27006
105 C 3.92092 -5.79239 5.62543
106 C 4.18381 -6.75803 6.74197
107 H 2.89872 -4.55225 0.71070
108 H 1.42322 -4.10531 1.39024
109 H 1.49740 -5.46369 0.18773
110 H 1.34574 -6.39449 2.47207
111 H 2.81309 -6.82896 1.71753
112 H 2.44781 -4.60446 3.81146
113 H 3.94511 -4.82227 2.84195
114 H 2.68126 -7.08229 4.42554
115 H 4.41437 -6.97973 3.87898
116 H 4.81706 -5.12450 5.54148
117 H 3.04695 -5.18357 5.88663
118 H 3.33511 -7.37666 6.98823
119 H 5.00760 -7.43508 6.46399
120 H 4.60531 -6.37110 7.63559
121 C -0.35248 -3.06758 -2.44954
122 C -1.11777 -2.27875 -1.43228
123 C -0.87962 -0.79465 -1.53492
124 C -1.75203 -0.01099 -0.58666
125 C -1.40662 1.45656 -0.62429
126 C -2.26107 2.19075 0.37522
127 H 0.63593 -2.61401 -2.49786
128 H -0.79100 -2.97560 -3.45865
129 H -0.35279 -4.12102 -2.12966
130 H -2.14437 -2.54188 -1.43559
131 H -0.88351 -2.51493 -0.37040
132 H -1.01534 -0.45441 -2.57484
133 H 0.16434 -0.60925 -1.27452
134 H -2.83417 -0.13375 -0.69481
135 H -1.48230 -0.29711 0.43286
136 H -0.36075 1.60001 -0.35972
137 H -1.67703 1.94153 -1.57638
138 H -2.28253 1.72395 1.39595
139 H -1.93834 3.22284 0.52505
140 H -3.33181 2.15059 0.06855
141 C 4.13692 -3.40583 -2.66352
142 C 5.54091 -3.91890 -2.21705
143 C 6.29172 -2.91602 -1.35423
144 C 7.00030 -1.87829 -2.22481
145 C 7.53362 -0.75841 -1.39139
146 C 8.13817 0.39561 -2.21850
147 H 3.57110 -3.41372 -1.71651
148 H 3.67894 -4.09552 -3.37853
149 H 4.16080 -2.35659 -2.94131
150 H 5.36637 -4.87896 -1.68338
151 H 6.10336 -4.24995 -3.05860
152 H 7.05416 -3.39415 -0.72182
153 H 5.55082 -2.45476 -0.69004
154 H 7.82850 -2.50393 -2.69843
155 H 6.31947 -1.52160 -3.01277
156 H 6.78438 -0.33808 -0.70553
157 H 8.37095 -1.08552 -0.69380
158 H 7.47505 0.86150 -2.93572
159 H 8.45771 1.17697 -1.53471
160 H 9.03732 0.06240 -2.74661
161 C 1.12652 2.30340 2.17485
162 O 1.36460 3.31297 3.09904
163 C 2.76371 3.56770 3.33118
164 C 2.83067 4.50172 4.53775
165 O 2.87168 3.67649 5.67532
166 C 2.92263 4.51258 6.80659
167 H 0.01664 2.20842 2.07007
168 H 1.46495 1.32728 2.53660
169 H 1.58718 2.52703 1.23780
170 H 3.11315 3.91683 2.36279
171 H 3.28000 2.61068 3.64107
172 H 1.89923 5.07418 4.49806
173 H 3.76284 5.08834 4.44161
174 H 3.64715 5.31134 6.74882
175 H 3.07495 3.91957 7.70157
176 H 1.92337 4.94837 6.97827
177 C -2.24577 -0.69050 3.34028
178 O -1.90689 -1.97768 3.83562
179 C -1.03690 -2.67150 2.99885
180 C -0.87055 -4.02197 3.65247
181 O -2.07333 -4.77177 3.73825
182 C -2.60428 -4.80929 5.03190
183 H -2.85651 -0.82376 2.46791
184 H -1.37610 -0.02399 3.20300
185 H -3.02000 -0.29148 3.98114
186 H -0.10414 -2.12194 2.87390
187 H -1.41223 -2.94743 2.00811
188 H -0.41582 -3.89681 4.63373
189 H -0.16525 -4.66635 3.05353
190 H -3.40069 -5.53785 5.04827
191 H -2.90349 -3.88039 5.49587
192 H -1.86323 -5.28833 5.70117
193 C 0.12356 1.72655 -4.38378
194 O 1.22085 2.58538 -4.31151
195 C 1.29754 3.58730 -5.24292
196 C 1.67258 3.08596 -6.63658
197 O 0.54687 2.57420 -7.30739
198 C 0.79587 2.29670 -8.68883
199 H -0.70309 2.26030 -4.83119
200 H -0.24487 1.45990 -3.38193
201 H 0.29008 0.77628 -4.95394
202 H 2.04500 4.33138 -4.93710
203 H 0.31929 4.10151 -5.29864
204 H 2.47162 2.35348 -6.60875
205 H 2.12180 3.89847 -7.16514
206 H 1.41406 1.39927 -8.85825
207 H 1.17307 3.15834 -9.26956
208 H -0.19623 2.04336 -9.14359
209 C -1.29184 6.04967 6.13758
210 O -0.35173 5.03727 5.66028
211 C -0.90435 3.78941 5.35963
212 C -1.87362 3.74235 4.19992
213 O -3.15997 4.15921 4.59002
214 C -4.00535 4.32628 3.47948
215 H -0.63929 6.86537 6.40232
216 H -1.71265 5.76586 7.08692
217 H -2.10431 6.32911 5.42764
218 H -1.36229 3.36476 6.26385
219 H -0.12968 3.05575 5.09738
220 H -1.91303 2.72718 3.74455
221 H -1.41547 4.42713 3.41765
222 H -4.99052 4.51008 3.86794
223 H -4.05904 3.47461 2.85995
224 H -3.70713 5.17138 2.82709
225 C 4.06856 7.76113 -0.33290
226 O 4.12246 6.34529 0.00056
227 C 4.33365 5.63463 -1.16936
228 C 4.26804 4.09323 -0.88909
229 O 3.06496 3.55943 -0.34188
230 C 2.08384 3.36529 -1.34507
231 H 3.98336 8.30446 0.60087
232 H 3.24925 7.94902 -1.05099
233 H 5.04219 8.06305 -0.74776
234 H 5.31582 5.93095 -1.62064
235 H 3.48441 5.91207 -1.88688
236 H 5.00735 3.90229 -0.10223
237 H 4.53422 3.50563 -1.75552
238 H 1.18800 2.98052 -0.79397
239 H 2.35220 2.71082 -2.21086
240 H 1.83578 4.32619 -1.78990
241 C 2.76685 -0.96510 -0.32122
242 O 2.10743 -0.96394 0.88920
243 C 2.78793 -1.59213 1.93344
244 C 3.94838 -0.80500 2.47798
245 O 5.10024 -1.18853 1.83234
246 C 6.26822 -0.58046 2.23998
247 H 3.84351 -0.97390 -0.30341
248 H 2.49032 -0.08230 -0.90142
249 H 2.43034 -1.84728 -0.87471
250 H 3.05920 -2.62528 1.73296
251 H 2.11004 -1.67372 2.76059
252 H 3.95606 -0.98236 3.55825
253 H 3.76721 0.28117 2.33462
254 H 6.20876 0.49370 2.28996
255 H 7.08262 -0.88827 1.57412
256 H 6.59430 -1.01279 3.20588
257 C -7.25206 -5.57692 1.34868
258 O -6.09436 -4.87429 1.14324
259 C -5.60716 -4.22779 2.30343
260 C -4.46512 -3.26788 1.98827
261 O -4.93146 -2.03956 1.44552
262 C -5.22832 -2.03281 0.06448
263 H -7.61276 -6.03764 0.43977
264 H -8.02480 -4.89782 1.74718
265 H -7.19599 -6.37223 2.07617
266 H -5.31644 -4.94156 3.05116
267 H -6.36132 -3.57295 2.72351
268 H -3.72549 -3.72902 1.32245
269 H -3.99671 -3.07616 2.92620
270 H -4.36830 -2.45232 -0.46811
271 H -5.22010 -1.00963 -0.27356
272 H -6.18502 -2.52744 -0.14928
273 C -6.38102 0.88225 1.47800
274 O -6.92226 2.11879 1.90920
275 C -7.42951 1.98627 3.20297
276 C -8.21118 3.23525 3.62515
277 O -8.32751 3.21100 5.05355
278 C -9.00805 4.34511 5.57239
279 H -7.07532 0.04254 1.38571
280 H -5.59633 0.55884 2.19615
281 H -5.87533 1.05813 0.53646
282 H -6.60356 1.75904 3.89231
283 H -8.09382 1.09479 3.14829
284 H -9.13317 3.37648 3.11879
285 H -7.54306 4.09078 3.41029
286 H -10.10887 4.31823 5.45289
287 H -8.58927 5.25791 5.12229
288 H -8.87129 4.28540 6.61061

Atoms 1-6, force components in eV/Å:
C 0.167 -1.224 0.827
C 1.713 -0.322 0.188
C -0.512 1.272 -0.410
C -0.309 -0.182 -1.669
C 0.319 -1.412 0.190
C 0.036 1.260 0.506